C28H66IN7O9P | the ωB97M-V functional and the def2-TZVPD basis

Results
Net charge   -1
Multiplicity   1
Orbital gap   5.29 eV

XYZ file:
```
112
C28H66IN7O9P | OMol25 | the ωB97M-V functional and the def2-TZVPD basis
I -4.738 -5.233 -2.793
P -2.278 -4.251 2.736
O 1.009 -5.181 -2.806
O 5.790 -5.494 -1.229
O -2.791 0.548 -1.044
O 3.630 -0.213 -1.214
O 3.302 5.140 1.931
O -0.104 7.859 -1.734
O -3.026 -5.170 1.394
O -4.981 3.673 -1.483
O -0.668 -4.515 1.965
N -4.989 0.384 -0.470
N 2.484 -3.505 -2.374
N 2.273 6.505 3.423
N -3.317 5.149 -1.868
N 2.715 1.252 0.253
N 1.999 7.008 -1.936
N 5.246 -6.356 0.794
C 3.814 -3.081 -1.964
C 2.326 7.678 4.272
C 0.689 7.072 -2.241
C 1.058 5.704 3.385
C -6.111 0.995 0.207
C -4.582 4.811 -1.582
C 2.149 -4.798 -2.542
C 2.891 6.040 -2.548
C 1.457 -2.494 -2.574
C -5.198 -0.883 -1.148
C 3.708 0.808 -0.534
C -2.499 -6.049 -0.837
C -2.111 -5.127 0.308
C -4.709 -2.785 3.129
C 5.162 -7.507 1.669
C 2.830 2.459 1.054
C 1.473 0.485 0.294
C 3.312 6.123 2.660
C 4.800 -5.058 1.279
C -2.911 6.535 -2.000
C -2.653 -5.414 -2.241
C -0.835 -5.495 0.974
C -1.961 -4.088 -2.417
C -3.787 0.975 -0.480
C -2.346 4.082 -2.054
C 2.521 7.945 -0.962
C -3.983 -4.044 3.548
C 5.714 -6.442 -0.462
H 2.067 3.180 0.762
H -3.878 -4.102 4.632
H -2.649 3.427 -2.870
H 2.993 -5.492 -2.377
H 1.557 8.396 3.983
H -5.798 1.936 0.653
H -2.142 6.796 -1.279
H 3.807 2.917 0.916
H -0.923 -4.178 -2.139
H 4.608 1.448 -0.511
H 2.700 2.223 2.112
H -3.778 7.172 -1.838
H -4.559 -1.663 -0.735
H -3.447 -6.501 -0.552
H -2.260 -6.120 -2.966
H 2.005 7.827 -0.010
H -2.523 6.720 -3.004
H 4.189 6.790 2.752
H 6.011 -7.466 -0.749
H 3.336 5.391 -1.786
H 0.005 -5.575 0.273
H 1.071 -2.540 -3.594
H 0.775 0.971 0.970
H 1.893 -1.517 -2.386
H -1.375 4.521 -2.280
H -1.589 -3.476 3.780
H -4.248 -1.902 3.580
H 3.693 6.547 -3.089
H 5.530 -8.389 1.148
H 4.448 -5.161 2.303
H -6.489 0.336 0.993
H -1.791 -6.877 -0.913
H 3.725 -2.551 -1.019
H 5.619 -4.338 1.244
H 3.301 8.153 4.179
H -0.974 -6.449 1.509
H 5.767 -7.352 2.566
H 0.621 -2.657 -1.894
H 2.171 7.402 5.317
H 4.129 -7.684 1.970
H -3.790 1.929 0.072
H 1.660 -0.531 0.640
H 3.989 -4.677 0.659
H -2.263 3.468 -1.156
H -6.239 -1.173 -1.033
H 0.657 5.671 2.372
H 3.582 7.759 -0.824
H 1.267 4.682 3.698
H -5.763 -2.797 3.427
H -2.035 -4.064 0.069
H -2.446 -3.346 -1.784
H -2.439 -3.002 2.016
H -2.047 -3.712 -3.437
H -5.245 5.685 -1.447
H -4.698 -2.694 2.041
H 2.333 5.423 -3.249
H -2.008 -5.445 3.527
H -4.963 -0.777 -2.208
H -6.918 1.202 -0.500
H 2.368 8.971 -1.301
H 4.258 -2.409 -2.699
H 1.026 0.422 -0.697
H 0.385 6.329 -3.003
H -4.573 -4.913 3.251
H 0.320 6.143 4.051
H 4.450 -3.956 -1.827
```

---

C28H66N5O13 | the ωB97M-V functional and the def2-TZVPD basis

Results
Net charge   -1
Multiplicity   1
Orbital gap   6.73 eV

XYZ file:
```
112
C28H66N5O13 | OMol25 | the ωB97M-V functional and the def2-TZVPD basis
O 1.656 -3.069 1.616
O -0.837 -1.224 -4.939
O -2.125 3.251 1.824
O 2.107 7.292 -2.156
O -1.165 -1.901 8.137
O 1.322 1.111 5.791
O 1.585 7.698 -6.324
O -1.296 -0.369 -0.816
O -0.020 6.148 -2.028
O 0.219 9.994 -5.092
O 1.164 9.269 -4.544
O 2.633 -2.823 -7.422
O 0.648 -6.573 -1.117
N 0.669 6.659 -4.311
N -0.217 -5.387 1.646
N -2.228 2.436 -1.196
N 1.586 -3.184 -4.656
N -0.652 1.033 8.218
C 0.752 -2.055 1.196
C 0.925 6.723 -2.821
C -2.147 3.776 -0.606
C 1.156 7.887 -5.047
C -1.042 0.417 -1.988
C -2.553 -1.032 -0.867
C -0.287 -2.311 9.178
C -0.924 1.899 -1.601
C 1.478 -5.420 -1.169
C -0.267 10.195 -2.518
C 0.675 -7.260 0.136
C -0.577 10.705 -4.059
C 0.353 -3.123 -3.863
C -1.432 3.900 0.755
C -0.383 -6.753 1.138
C -2.118 -0.924 8.576
C 0.965 -5.224 2.499
C 1.144 -0.299 5.810
C -1.765 1.889 2.011
C 2.749 -4.035 -6.664
C 1.538 -4.180 -5.732
C 3.684 -1.905 -7.146
C 1.216 -3.740 2.805
C 0.110 1.858 5.912
C -0.285 -0.988 -6.228
C -0.912 -2.605 -4.576
C -0.279 2.170 7.371
C -1.904 0.389 7.809
H -2.742 1.064 8.009
H 1.179 -1.558 0.321
H 1.536 -5.185 -5.296
H 2.030 -3.661 3.533
H -1.093 2.906 7.377
H -1.360 -6.785 0.642
H -0.647 9.067 -2.450
H -0.852 -2.725 10.019
H 0.148 -4.115 -3.441
H 3.556 -1.036 -7.797
H -0.526 -1.784 -6.939
H -2.648 1.806 -0.512
H 2.744 -4.861 -7.383
H 3.692 -4.086 -6.105
H -0.199 1.978 -0.785
H 1.965 -0.750 5.244
H -1.200 -3.226 -5.429
H -0.704 1.391 5.349
H -2.650 -1.649 0.031
H 1.756 -2.265 -5.062
H 0.304 2.817 5.418
H 0.632 -4.058 -6.334
H -0.715 1.696 1.771
H 0.611 -1.312 1.986
H -1.737 -2.678 -3.859
H -0.415 11.885 -4.108
H -1.673 4.457 -1.325
H 4.657 -2.358 -7.356
H 0.101 0.346 8.187
H -1.928 1.639 3.064
H -0.082 0.080 -2.394
H -3.111 -1.318 8.334
H 2.381 -5.525 -0.561
H -0.143 -4.752 0.852
H 0.200 -0.609 5.351
H 0.331 -1.474 9.513
H 0.426 -8.302 -0.093
H 0.329 -3.267 3.245
H -0.549 2.467 -2.459
H -1.734 10.473 -4.241
H -2.611 -1.682 -1.745
H 0.812 -5.764 3.439
H -0.439 -7.448 1.985
H 0.795 -0.854 -6.157
H -0.386 6.677 -4.407
H -0.953 10.817 -1.765
H -2.416 1.242 1.421
H -1.803 0.266 -2.763
H 0.580 2.651 7.853
H 0.846 10.329 -2.181
H -3.371 -0.307 -0.879
H -0.384 3.588 0.711
H 1.683 -7.277 0.560
H 0.915 -4.536 -0.864
H -0.209 -2.491 0.911
H -1.891 0.156 6.739
H 3.639 -1.570 -6.107
H 0.559 -2.459 -3.016
H 1.858 -5.623 2.008
H -2.080 -0.763 9.661
H 1.781 -5.269 -2.210
H -3.178 4.125 -0.478
H 0.371 -3.090 8.783
H -0.704 -0.051 -6.607
H 1.212 -0.674 6.833
H -1.418 4.965 1.015
```

---

no.,LUMO level (eV),HOMO level (eV)
1,1.5,-3.8228
2,1.9,-4.8050